[1]
6
Properties=species:S:1:pos:R:3:lowdin_charge:R:1 method="wB97M-V/def2-TZVPD" molar_mass_g_mol=92.46 total_energy_ev=-23913.2341 orbital_gap_ev="6.9 / 6.9" homo_energy_ev="-7.990 / -7.991"
C -1.38 -0.59 -0.15 0.0053
C -1.02 0.53 0.01 -0.1419
P 1.80 0.99 -0.15 0.1886
Cl 2.78 -0.70 -0.06 -0.0196
H -1.50 -1.64 -0.08 0.0200
H -0.68 1.41 0.44 -0.0524


[2]
7
Properties=species:S:1:pos:R:3:lowdin_charge:R:1 method="wB97M-V/def2-TZVPD" molar_mass_g_mol=113.03 total_energy_ev=-35280.8193 orbital_gap_ev="8.6 / 9.2" total_charge=+1 homo_energy_ev="-14.496 / -14.649" multiplicity=5
O 0.58 -0.57 -1.02 -0.0532
C -0.46 -0.38 -0.49 -0.0532
C -1.32 0.01 0.44 -0.0528
H -1.63 -0.69 1.22 0.1553
F -2.16 1.03 0.19 0.0806
Cr 2.50 -0.14 -0.90 0.9678
H 2.49 0.75 0.55 -0.0445


[3]
9
Properties=species:S:1:pos:R:3:lowdin_charge:R:1 method="wB97M-V/def2-TZVPD" molar_mass_g_mol=163.57 total_energy_ev=-57966.9825 orbital_gap_ev="6.4 / 5.2" homo_energy_ev="-7.694 / -6.379" multiplicity=2
F -0.51 0.95 1.43 -0.1208
C 0.18 0.19 0.46 -0.2951
C 0.81 -0.82 1.15 -0.1349
H 1.59 -1.44 0.69 0.0148
H 0.80 -0.89 2.24 0.0419
O -1.53 1.67 -0.88 -0.2860
O -1.54 1.28 -2.18 -0.3355
Cu 0.89 0.95 -2.05 0.4564
Na -0.69 -1.89 -0.86 0.6593


[4]
9
Properties=species:S:1:pos:R:3:lowdin_charge:R:1 method="wB97M-V/def2-TZVPD" molar_mass_g_mol=235.94 total_energy_ev=-28440.4874 orbital_gap_ev="4.8 / 6.5" total_charge=+1 homo_energy_ev="-11.491 / -11.653" multiplicity=7
F -1.94 -0.47 1.14 -0.1142
C -0.72 0.22 1.00 -0.3919
C -0.49 1.08 2.04 -0.1237
H 0.14 1.95 1.87 0.0277
H -1.14 1.07 2.93 0.0511
O 0.33 -1.28 -0.97 -0.5705
O 1.81 -1.40 -1.22 -0.6458
Li 1.07 -0.07 -2.57 0.8410
Eu 1.53 -1.10 0.88 1.9262


[5]
9
Properties=species:S:1:pos:R:3:lowdin_charge:R:1 method="wB97M-V/def2-TZVPD" molar_mass_g_mol=260.01 total_energy_ev=-41315.8168 orbital_gap_ev=6.4 total_charge=+1 homo_energy_ev=-11.543
F 0.09 1.86 0.48 -0.6370
C -1.76 0.11 0.15 -0.0996
C -0.97 -0.71 -0.62 -0.3370
O 0.32 -1.00 -0.25 -0.5134
H -1.55 0.46 1.16 0.1164
H -1.36 -1.21 -1.51 0.1163
Yb 1.98 0.36 0.30 1.5581
Li -0.62 -2.81 0.34 0.8657
F -2.98 -0.51 0.35 -0.0696


[6]
8
Properties=species:S:1:pos:R:3:lowdin_charge:R:1 method="wB97M-V/def2-TZVPD" molar_mass_g_mol=96.03 total_energy_ev=-11636.0117 orbital_gap_ev=12.7 smiles="O=C(F)[C@@H](O)F" homo_energy_ev=-12.310
O -0.53 -2.75 0.25 0.1958
C 0.38 -2.04 0.53 -0.3886
F 1.65 -2.44 0.71 0.1435
C 0.33 -0.57 0.49 -0.3359
O -0.69 -0.25 -0.35 0.1039
F 0.10 -0.22 1.84 0.0292
H 1.29 -0.26 0.26 0.1491
H -1.31 -0.98 -0.24 0.1030


[7]
8
Properties=species:S:1:pos:R:3:lowdin_charge:R:1 method="wB97M-V/def2-TZVPD" molar_mass_g_mol=112.10 total_energy_ev=-20421.1113 orbital_gap_ev=9.6 homo_energy_ev=-10.845
C -1.17 -0.06 -0.38 -0.2833
C 0.32 -0.15 -0.28 -0.5340
O -1.70 0.99 -0.19 0.0679
F -0.05 -1.04 1.38 -0.3022
F 1.01 -1.17 -0.76 0.0913
S 1.13 1.37 0.20 0.9763
H -1.81 -1.00 -0.44 0.1642
H 2.28 1.06 0.48 -0.1802


[8]
9
Properties=species:S:1:pos:R:3:lowdin_charge:R:1 method="wB97M-V/def2-TZVPD" molar_mass_g_mol=225.94 total_energy_ev=-20406.7482 orbital_gap_ev=10.1 smiles=O[C@@H](I)C(F)(F)F homo_energy_ev=-9.880
O 0.34 -0.66 1.29 -0.0665
C 0.24 0.27 0.33 -0.8229
I 2.08 1.13 -0.24 0.9193
C -0.55 -0.29 -0.81 -0.7435
F -0.81 0.61 -1.76 0.1372
F 0.25 -1.23 -1.34 0.1016
F -1.65 -0.86 -0.38 0.1940
H 0.47 -0.19 2.17 0.1429
H -0.37 1.21 0.75 0.1380


[9]
12
Properties=species:S:1:pos:R:3:lowdin_charge:R:1 method="wB97M-V/def2-TZVPD" molar_mass_g_mol=338.06 total_energy_ev=-60838.4701 orbital_gap_ev=7.8 total_charge=+2 homo_energy_ev=-18.647
S -0.92 0.76 -0.77 1.0266
O -1.67 -0.42 -0.11 -0.5916
O 0.55 0.30 -0.62 -0.5936
C -1.22 0.41 -2.59 -0.7458
F -2.53 0.48 -2.82 0.1815
F -0.60 1.33 -3.31 0.1814
F -0.78 -0.79 -2.93 0.1603
C 1.75 -0.10 3.11 0.0771
O 1.00 -0.98 2.72 -0.1559
Lu 0.13 -1.51 0.71 2.1784
H 2.36 0.49 2.41 0.1348
H 1.92 0.04 4.19 0.1469


[10]
9
Properties=species:S:1:pos:R:3:lowdin_charge:R:1 method="wB97M-V/def2-TZVPD" molar_mass_g_mol=111.05 total_energy_ev=-13225.3250 orbital_gap_ev="9.6 / 6.0" total_charge=+1 homo_energy_ev="-15.909 / -14.153"
C -0.89 0.65 0.77 0.2365
C 1.72 -0.09 -0.10 -0.4198
N -2.02 -1.01 -0.40 0.2299
N -1.62 0.00 0.16 -0.0802
F 2.31 0.15 1.04 0.2371
F 1.81 -1.29 -0.46 0.3013
F 1.87 0.86 -0.97 0.2530
H -0.57 1.55 1.18 0.1064
H -2.61 -0.83 -1.21 0.1358


[11]
10
Properties=species:S:1:pos:R:3:lowdin_charge:R:1 method="wB97M-V/def2-TZVPD" molar_mass_g_mol=129.04 total_energy_ev=-15840.3888 orbital_gap_ev=11.4 smiles="O=[N+]([O-])[C@@H](F)C(F)F" homo_energy_ev=-11.949
O 0.78 -0.71 -1.80 0.0886
N 1.13 0.19 -1.03 -0.3198
O 2.06 0.94 -1.13 0.1181
C 0.27 0.41 0.26 -0.1594
F -0.06 1.70 0.32 0.0983
C -1.02 -0.47 0.43 -0.3309
F -1.47 -0.18 1.64 0.1071
F -0.86 -1.84 0.45 0.0730
H 0.92 0.17 1.13 0.1820
H -1.75 -0.22 -0.27 0.1430


[12]
7
Properties=species:S:1:pos:R:3:lowdin_charge:R:1 method="wB97M-V/def2-TZVPD" molar_mass_g_mol=218.28 total_energy_ev=-27679.8684 orbital_gap_ev="7.5 / 6.6" total_charge=+2 homo_energy_ev="-18.826 / -18.828" multiplicity=8
C -0.80 -0.20 -0.64 -0.1978
C -1.95 0.12 0.06 0.0335
O 0.39 -0.18 -0.52 -0.1906
H -1.77 -1.20 -0.48 0.2547
F -2.70 1.08 -0.40 0.1499
Gd 2.57 0.22 0.54 2.0818
H 4.26 0.16 1.42 -0.1313